C26H31BF6O3 | ωB97M-V/def2-TZVPD

```
67
Properties=species:S:1:pos:R:3:forces:R:3
C -0.041 4.020 2.000 -1.565 0.111 0.677
O 1.259 3.814 1.494 1.510 1.327 -3.767
C 1.428 4.287 0.235 -0.045 -1.618 2.365
C 2.664 4.218 -0.425 0.834 -0.243 0.182
C 2.868 4.673 -1.751 -0.599 -0.017 0.416
C 4.105 4.572 -2.341 0.111 0.031 -0.131
C 5.172 4.026 -1.637 -0.245 0.045 0.053
C 4.997 3.578 -0.333 0.145 -0.058 0.091
C 3.766 3.670 0.264 -0.102 -0.013 0.179
H -0.089 3.641 3.023 0.233 -0.024 -0.292
H -0.268 5.086 2.004 0.003 0.010 0.049
H -0.762 3.484 1.385 0.016 -0.089 0.058
H 0.579 4.723 -0.267 -0.422 0.076 0.079
H 2.044 5.102 -2.294 -0.212 0.091 -0.159
H 4.253 4.920 -3.352 -0.055 0.012 -0.034
H 6.141 3.957 -2.102 0.133 -0.024 -0.079
H 5.830 3.163 0.212 0.045 -0.052 0.043
H 3.614 3.338 1.275 0.058 -0.149 0.182
C 0.591 -3.230 3.348 -0.156 0.257 -0.231
C -0.012 -2.884 1.985 0.099 0.285 -0.182
C -1.017 -3.964 1.579 0.209 -0.017 -0.054
O -0.708 -1.635 2.054 1.084 -0.336 -0.461
B -0.635 -1.076 0.668 0.014 -0.297 -0.037
C -2.065 -1.231 -0.048 1.024 0.129 0.354
C -2.155 -1.453 -1.399 -0.250 -0.066 -0.634
C -3.389 -1.533 -2.014 0.081 -0.023 -0.327
C -3.499 -1.757 -3.506 0.399 0.274 2.648
F -4.187 -2.896 -3.716 0.131 0.294 -1.000
F -4.153 -0.710 -4.045 0.077 -0.496 -0.894
F -2.260 -1.853 -4.025 -0.722 -0.117 -0.893
C -4.539 -1.396 -1.269 -0.556 -0.034 -0.318
C -4.452 -1.175 0.087 -0.167 0.054 0.311
C -5.724 -1.026 0.893 2.346 -0.347 -1.205
F -5.403 -0.818 2.184 -1.129 0.021 -0.066
F -6.415 0.024 0.407 -0.709 -0.238 0.681
F -6.445 -2.157 0.764 -0.656 0.554 0.568
C -3.214 -1.092 0.692 -0.680 0.057 0.142
C -0.270 0.512 0.740 -0.327 0.529 0.559
C -0.073 1.141 -0.578 -0.020 0.079 0.691
C 0.934 0.837 -1.379 0.479 0.168 0.026
C 1.106 1.446 -2.714 0.207 0.087 -0.696
O 0.421 -1.806 -0.102 -0.081 -0.737 1.052
C 1.084 -2.646 0.851 -0.474 0.073 0.020
C 2.297 -1.885 1.393 -0.066 -0.137 0.121
C 1.553 -3.938 0.180 -0.205 0.303 -0.007
H 1.165 -4.153 3.295 0.082 -0.122 -0.010
H 1.237 -2.432 3.707 0.054 0.071 -0.005
H -0.200 -3.360 4.084 -0.140 -0.052 0.005
H -0.552 -4.946 1.541 0.033 -0.176 -0.006
H -1.831 -4.004 2.300 -0.037 0.106 0.123
H -1.445 -3.740 0.605 -0.003 -0.003 -0.109
H -1.264 -1.573 -1.989 0.302 -0.036 -0.010
H -5.505 -1.460 -1.746 -0.161 -0.015 -0.085
H -3.159 -0.929 1.753 0.168 0.012 0.256
H -1.113 0.947 1.279 -0.060 0.299 0.110
H 0.616 0.630 1.362 0.214 -0.059 0.157
H -0.795 1.862 -0.925 -0.500 0.245 -0.292
H 1.643 0.097 -1.051 0.133 -0.258 0.065
H 2.001 1.085 -3.224 -0.051 0.033 0.004
H 0.250 1.219 -3.350 -0.021 0.047 -0.159
H 1.184 2.531 -2.640 0.029 0.212 -0.166
H 2.864 -2.491 2.094 0.146 -0.092 0.117
H 2.961 -1.608 0.577 0.014 -0.012 -0.222
H 1.988 -0.974 1.899 -0.096 0.078 0.099
H 2.018 -4.604 0.906 0.043 -0.093 0.086
H 0.725 -4.455 -0.297 -0.063 -0.006 0.009
H 2.283 -3.712 -0.594 0.121 0.084 -0.048
```
Positions in Å, forces in eV/Å.

The spin multiplicity is 1. Its net charge is 0. The value obtained for the molar mass is 516.33 u. For the calculated total energy, the calculation gives -50588.2403 eV. As for the highest occupied orbital energy: -6.9 eV.

Atomic partial charges in e from the Mulliken method, atoms 1 to 8: -0.70, -0.25, -0.16, 0.66, -0.23, -0.70, -0.26, -0.71

---

C9H11BN2O | ωB97M-V/def2-TZVPD

```
24
Properties=species:S:1:pos:R:3:forces:R:3
B 0.472 -2.870 -0.287 0.271 1.717 0.524
C -1.062 2.614 0.267 -0.716 -1.253 -0.363
C 0.893 -0.400 0.111 1.778 2.834 0.762
C 0.185 3.081 0.572 -0.299 1.298 0.243
C -0.003 -1.393 -0.218 -2.419 -2.026 -0.701
C -0.920 1.227 0.022 -0.694 2.320 0.275
C 0.447 0.915 0.214 2.050 -1.995 0.227
C -1.461 -0.925 -0.455 0.851 0.341 0.239
C -2.499 -1.931 -0.811 -0.032 0.325 -0.208
C 2.511 2.205 0.769 0.126 -0.057 0.149
N -1.836 0.309 -0.324 -1.310 -1.408 -0.518
N 1.101 2.071 0.534 0.816 -0.980 -0.183
O -0.270 -3.824 -0.867 -1.070 -1.060 -0.719
H 1.528 -3.137 0.188 0.364 -0.083 0.065
H -1.970 3.179 0.225 -0.163 0.137 -0.019
H 1.929 -0.654 0.297 0.042 0.067 0.014
H 0.490 4.078 0.830 0.061 0.146 0.009
H -2.714 -2.550 0.058 0.037 -0.184 0.079
H -3.408 -1.421 -1.122 0.000 0.033 0.084
H -2.146 -2.582 -1.604 0.028 -0.137 0.003
H 2.845 3.183 0.424 0.028 -0.036 -0.008
H 2.756 2.101 1.831 0.020 -0.020 -0.051
H 3.038 1.432 0.211 0.042 0.057 -0.011
H 0.092 -4.709 -0.867 0.189 -0.037 0.108
```
Positions in Å, forces in eV/Å.

The spin multiplicity is 3. Its net charge is 0. The calculation puts the energy relative to the best compared isomer or geometry (same formula, charge and spin) at 0.0 kJ/mol. The value obtained for the molar mass is 174.01 u. For the calculated total energy, the calculation gives -15213.4468 eV. As for the highest occupied orbital energy (spin up / spin down): -4.7 / -8.6 eV.

Atomic partial charges in e from the Mulliken method, atoms 1 to 8: 0.52, -1.06, -0.94, -0.25, -0.20, 0.88, 0.41, 0.67

---

BrH12O6 | ωB97M-V/def2-TZVPD

```
19
Properties=species:S:1:pos:R:3:forces:R:3
Br 19.744 24.060 19.530 0.006 -0.062 -0.089
O 16.888 22.076 19.066 -0.066 0.059 -0.017
H 17.623 22.685 19.254 0.123 -0.012 0.012
H 17.150 21.657 18.242 0.030 0.007 0.021
O 17.140 24.454 21.992 -0.015 -0.172 -0.005
H 18.004 24.167 21.657 -0.053 0.220 -0.010
H 16.530 24.160 21.308 0.033 0.000 -0.015
O 20.889 24.764 22.717 0.004 -0.007 0.027
H 20.545 24.345 21.912 0.014 0.016 0.034
H 21.298 25.562 22.361 0.052 -0.044 -0.079
O 19.697 25.249 16.366 -0.073 0.080 0.129
H 19.728 25.246 17.342 0.003 -0.089 -0.207
H 18.899 24.747 16.180 0.009 -0.011 0.032
O 22.663 24.162 17.459 -0.042 -0.067 0.063
H 22.523 23.572 16.713 -0.028 0.061 -0.028
H 21.781 24.215 17.863 0.067 -0.066 0.016
O 22.596 25.956 20.425 0.036 -0.063 -0.066
H 23.339 25.393 20.664 -0.009 -0.011 -0.020
H 22.056 25.387 19.851 -0.092 0.161 0.202
```
Positions in Å, forces in eV/Å.

The spin multiplicity is 1. Its net charge is -1. The calculation puts the energy relative to the best compared isomer or geometry (same formula, charge and spin) at 17.7 kJ/mol. The value obtained for the molar mass is 187.99 u. For the calculated total energy, the calculation gives -82526.2856 eV. As for the highest occupied orbital energy: -5.9 eV.

Atomic partial charges in e from the Mulliken method, atoms 1 to 8: -0.71, -0.64, 0.24, 0.28, -0.63, 0.29, 0.32, -0.64

---

C5H7N3 | ωB97M-V/def2-TZVPD

```
15
Properties=species:S:1:pos:R:3:forces:R:3
C -1.359 -0.124 1.052 -1.165 -2.558 2.176
N -1.292 0.944 0.440 -0.513 4.009 -1.096
N -0.054 1.499 0.054 0.652 -0.828 -0.246
C 0.176 1.315 -1.385 0.331 1.563 -0.392
C 0.968 0.455 -0.473 0.426 1.659 -0.589
C 0.376 -0.840 -0.364 -1.954 -3.005 0.111
N 0.348 -2.099 0.453 -0.310 1.125 -0.105
C -0.070 -0.870 1.103 -0.682 -0.415 0.007
H -2.380 -0.314 1.517 1.411 -0.425 -0.692
H -0.757 0.984 -1.826 0.412 -0.670 -0.456
H 0.657 2.103 -1.987 -0.254 -0.086 0.712
H 1.967 0.710 -0.118 -0.123 -0.064 -0.510
H -0.453 -0.988 -1.128 1.124 0.245 1.300
H 1.202 -2.369 0.884 0.974 -0.307 0.189
H 0.671 -0.406 1.778 -0.328 -0.243 -0.407
```
Positions in Å, forces in eV/Å.

The spin multiplicity is 1. Its net charge is 0. The calculation puts the energy relative to the best compared isomer or geometry (same formula, charge and spin) at 639.7 kJ/mol. The value obtained for the molar mass is 109.13 u. For the calculated total energy, the calculation gives -9762.7572 eV. The SMILES is C1=NN2C[C@@H]2[C@H]2N[C@H]12. As for the highest occupied orbital energy: -8.6 eV.

Atomic partial charges in e from the Mulliken method, atoms 1 to 8: -0.31, -0.42, -0.19, -0.47, -0.14, -0.28, -0.57, 0.22